One molecule with the formula C3H10N2O. Source: the Open Molecules 2025 dataset; level of theory: wB97M-V/def2-TZVPD.

Each line ends with the natural charge from an NBO analysis.
Positions of all 16 atoms, in Å:
C (-0.52090, -0.41051, -0.64085)  -0.24
N (0.76076, -0.14918, 0.03972)  -0.66
C (0.74387, -0.46630, 1.45039)  0.10
O (0.95983, -1.85472, 1.65253)  -0.73
C (-1.32133, 0.86508, -0.84359)  -0.23
N (-0.51307, 1.90080, -1.52065)  -0.86
H (-0.32817, -0.93951, -1.56630)  0.19
H (-1.12298, -1.06369, -0.00843)  0.20
H (0.99140, 0.83144, -0.08129)  0.39
H (-0.22165, -0.22215, 1.91168)  0.13
H (1.55201, 0.07440, 1.94065)  0.16
H (1.32299, -2.17316, 0.81622)  0.47
H (-1.52997, 1.26691, 0.15348)  0.19
H (-2.25771, 0.66097, -1.37039)  0.18
H (-0.31085, 1.68939, -2.49989)  0.36
H (-0.99124, 2.78806, -1.47359)  0.36

Results
maximum force: 0.01535 hartree/bohr
LUMO energy: 1.005 eV
E_HOMO: -9.163 eV
gap between HOMO and LUMO: 10.2 eV
multiplicity: 1


A 2-piece molecular cluster, C3H10N2O overall in a non-equilibrium geometry. Source: the Open Molecules 2025 dataset; level of theory: wB97M-V/def2-TZVPD.

Each line ends with the natural charge from an NBO analysis.
Positions of all 16 atoms, in Å:
C (1.46293, -0.26893, 1.45235)  -0.46
C (1.99060, 0.22675, 0.34105)  0.11
O (2.99050, -0.38393, -0.38252)  -0.70
H (0.79458, 0.43688, 1.92815)  0.20
H (1.46642, -1.28689, 1.79588)  0.21
H (1.72514, 1.24670, 0.07823)  0.16
H (2.71097, -0.40942, -1.29536)  0.47
N (-1.47641, -1.02839, -0.42239)  -0.84
C (-2.03339, 0.15912, 0.18839)  -0.05
N (-2.33638, 1.21362, -0.79310)  -0.88
H (-2.16436, -1.64904, -0.81579)  0.36
H (-0.78592, -0.70804, -1.09580)  0.36
H (-2.80558, -0.03397, 0.93254)  0.17
H (-1.21126, 0.57836, 0.77631)  0.16
H (-2.41882, 0.85728, -1.73810)  0.35
H (-3.17386, 1.75010, -0.62657)  0.36

Results
maximum force: 0.02699 hartree/bohr
LUMO energy: 0.845 eV
E_HOMO: -9.134 eV
gap between HOMO and LUMO: 10.0 eV
multiplicity: 1